[1]
This record from the Open Molecules 2025 dataset describes one molecule with the formula C6H12O. The level of theory is ωB97M-V/def2-TZVPD.

## Properties
Orbital gap (Ha): 0.397
ΔE to the lowest compared entry with this formula, charge and spin (kJ/mol): 80.9
Largest force on an atom (eV/Å): 0.83
SMILES string: CC[C@H]1CCCO1
Net charge: 0

Cartesian coordinates (Å):
C: -0.63117 1.63379 1.87551
C: 0.01421 1.45452 0.50301
C: -0.44891 0.17152 -0.16488
C: 0.04414 -0.06113 -1.61965
C: 0.50689 -1.50700 -1.47973
C: 1.19727 -1.42365 -0.13321
O: 0.08255 -0.92644 0.62428
H: -1.71792 1.75230 1.78454
H: -0.44324 0.75391 2.50014
H: -0.23753 2.51527 2.39105
H: -0.19389 2.31374 -0.14690
H: 1.10519 1.38637 0.61071
H: -1.54802 0.12157 -0.14798
H: -0.73758 0.07294 -2.37511
H: 0.86660 0.62821 -1.86428
H: 0.94325 -2.02551 -2.33501
H: -0.37121 -2.06426 -1.14435
H: 1.55092 -2.39164 0.23601
H: 2.02540 -0.69899 -0.06594

Atomic partial charges in e from the Mulliken method, atoms 1 to 5: atom 1 (C): -1.23, atom 2 (C): -0.32, atom 3 (C): -0.04, atom 4 (C): -0.74, atom 5 (C): -0.55

[2]
This record from the Open Molecules 2025 dataset describes one molecule with the formula C2H4N4O. The level of theory is ωB97M-V/def2-TZVPD.

## Properties
Orbital gap (Ha): 0.341
ΔE to the lowest compared entry with this formula, charge and spin (kJ/mol): 19.7
Largest force on an atom (eV/Å): 0.37
SMILES string: Nc1n[nH]c(O)n1
Net charge: 0

Cartesian coordinates (Å):
N: 2.18398 0.38141 0.10822
C: 0.86175 -0.00613 0.02937
N: 0.46936 -1.25307 0.19507
N: -0.89340 -1.11774 0.11952
C: -1.20544 0.16334 -0.08852
O: -2.48518 0.55269 -0.15872
N: -0.13238 0.91422 -0.16845
H: 2.83722 -0.37959 -0.01240
H: 2.39905 1.18755 -0.46037
H: -1.51013 -1.90100 0.25642
H: -2.52482 1.45831 0.17986

Atomic partial charges in e from the Mulliken method, atoms 1 to 5: atom 1 (N): -0.46, atom 2 (C): 0.46, atom 3 (N): -0.75, atom 4 (N): 0.23, atom 5 (C): 0.53

[3]
This record from the Open Molecules 2025 dataset describes C34H92BF6HgN9O12S2 as an isolated structure at a distorted geometry. The level of theory is ωB97M-V/def2-TZVPD.

## Properties
Orbital gap (Ha): 0.293
ΔE to the lowest compared entry with this formula, charge and spin (kJ/mol): 0.0
Largest force on an atom (eV/Å): 2.50
Net charge: 0

Cartesian coordinates (Å):
Hg: 1.22374 -1.22569 1.62833
C: 0.89754 -2.59888 -2.78941
F: 0.21286 -2.78100 -3.91300
F: 1.57112 -3.70940 -2.48863
F: 1.78252 -1.62996 -3.00520
S: -0.36174 -2.30570 -1.40502
O: -1.60835 -1.99767 -2.01207
O: -0.29595 -3.49642 -0.62644
N: 0.26264 -1.04067 -0.51710
S: 0.30010 0.36003 -1.31931
O: 1.39607 1.19060 -0.89249
O: 0.06653 0.31568 -2.72691
C: -1.23632 1.18555 -0.62786
F: -2.20273 0.26813 -0.62912
F: -1.16837 1.54216 0.64438
F: -1.65142 2.20452 -1.34683
B: -0.89165 -2.01140 2.62628
H: -1.51582 -1.00815 2.41571
H: -1.64332 -2.88947 2.93912
H: -0.33789 -2.43074 1.62710
H: -0.01294 -1.81846 3.49172
C: 5.10253 -0.71423 -0.76063
C: 3.81561 -1.30586 -0.16734
C: 3.86232 -2.73749 0.26567
O: 2.53490 -3.04690 0.66515
C: 2.29900 -4.43628 0.79899
N: 3.24952 -0.47349 0.89928
H: 5.80159 -0.59079 0.07797
H: 4.94339 0.26321 -1.20818
H: 5.55744 -1.40412 -1.47251
H: 3.15911 -1.28482 -1.04998
H: 4.50496 -2.84141 1.15565
H: 4.21909 -3.37571 -0.54412
H: 1.49448 -4.63560 1.50595
H: 3.18660 -4.96504 1.15601
H: 1.97394 -4.84560 -0.15970
H: 3.89856 -0.49574 1.68687
H: 3.23931 0.50051 0.60527
C: -4.27254 1.78271 2.33030
C: -3.80503 0.55320 3.09601
C: -3.02018 1.02033 4.30338
O: -2.44962 -0.06977 4.98639
C: -1.73007 0.37638 6.11527
N: -5.00688 -0.16166 3.65328
H: -4.83155 1.51324 1.42872
H: -3.42454 2.41688 2.04704
H: -4.98803 2.39883 2.88519
H: -3.30137 -0.17047 2.46222
H: -3.75886 1.51961 4.95443
H: -2.25369 1.74606 4.00081
H: -1.58544 -0.46084 6.79567
H: -2.26934 1.17736 6.63018
H: -0.73931 0.69717 5.76672
H: -5.69140 -0.20979 2.90358
H: -5.41009 0.44875 4.35957
C: -5.11065 -2.59626 -1.40951
C: -5.11941 -2.52640 0.11657
C: -5.82967 -3.72069 0.70945
O: -5.86304 -3.63309 2.11747
C: -6.63303 -4.68267 2.64541
N: -3.73423 -2.48195 0.66079
H: -4.58483 -1.75380 -1.85153
H: -6.12720 -2.66090 -1.81506
H: -4.61637 -3.53056 -1.69601
H: -5.60355 -1.60917 0.46511
H: -5.38175 -4.68373 0.43233
H: -6.85829 -3.64330 0.31312
H: -6.36707 -4.81709 3.69549
H: -6.35521 -5.64050 2.17514
H: -7.70729 -4.49572 2.54575
H: -3.28899 -1.68493 0.21368
H: -3.24108 -3.27397 0.24391
C: 2.79481 1.40043 3.89722
C: 1.30908 1.40676 3.60748
C: 0.69026 2.73701 4.02761
O: -0.38784 3.03484 3.16793
C: -1.05952 4.20859 3.55104
N: 1.02214 1.04050 2.18979
H: 3.24606 0.50344 3.46275
H: 2.97104 1.33450 4.97073
H: 3.31312 2.26094 3.47188
H: 0.84480 0.57044 4.13916
H: 1.44196 3.53548 3.92667
H: 0.37984 2.70158 5.07907
H: -1.74141 4.49448 2.74998
H: -0.37801 5.05329 3.70195
H: -1.66155 4.03219 4.45003
H: 0.05662 1.34587 2.06513
H: 1.51191 1.67232 1.55127
C: -0.99671 -5.96971 2.70763
C: -2.05752 -5.39187 1.78514
C: -2.33052 -6.40490 0.67726
O: -3.41708 -6.01630 -0.12499
C: -3.51171 -6.73898 -1.31879
N: -3.28771 -5.01228 2.49707
H: -1.47507 -6.42540 3.57613
H: -0.32509 -5.18509 3.06430
H: -0.34790 -6.70771 2.22902
H: -1.69981 -4.47982 1.29606
H: -2.55187 -7.35211 1.21931
H: -1.44015 -6.66237 0.08567
H: -4.29381 -6.26375 -1.91203
H: -3.72004 -7.79480 -1.12961
H: -2.60464 -6.61745 -1.92653
H: -3.64585 -5.85244 2.96951
H: -3.98390 -4.97788 1.75230
C: -0.36234 5.18919 -1.71271
C: 0.41949 5.45290 -0.44871
C: -0.28968 6.29085 0.58370
O: -0.51544 7.57461 0.03659
C: -1.29965 8.40175 0.86159
N: 0.90731 4.21293 0.19962
H: -1.15214 4.45569 -1.54670
H: 0.26660 4.78693 -2.50627
H: -0.76096 6.12921 -2.09350
H: 1.35131 5.94353 -0.77565
H: 0.36973 6.38074 1.45727
H: -1.24649 5.79989 0.80395
H: -0.70208 8.99522 1.55993
H: -2.09272 7.84727 1.37196
H: -1.80156 9.10715 0.19307
H: 1.45104 3.64584 -0.44274
H: 1.51266 4.43520 0.98098
C: 5.40481 4.88821 -2.10955
C: 4.93395 3.54299 -1.52065
C: 3.99896 2.82770 -2.46983
O: 2.92244 3.64323 -2.79750
C: 2.13025 3.06107 -3.80934
N: 6.01301 2.62341 -1.14041
H: 6.28358 5.28090 -1.58616
H: 4.60929 5.61960 -1.98893
H: 5.75434 4.75119 -3.13652
H: 4.36315 3.81836 -0.62671
H: 3.68264 1.91393 -1.93045
H: 4.55522 2.38749 -3.31551
H: 1.32039 3.73479 -4.08259
H: 1.66272 2.12469 -3.48220
H: 2.67669 2.82773 -4.73206
H: 6.53792 3.04026 -0.38399
H: 6.62635 2.44563 -1.92630
C: 5.19745 -0.02657 -5.83887
C: 3.95469 -0.17812 -6.70837
C: 2.65379 -0.14219 -5.92211
O: 1.58872 0.33015 -6.72287
C: 0.38503 0.44768 -6.00662
N: 4.00730 0.78734 -7.82787
H: 5.31049 -0.83244 -5.10805
H: 5.11963 0.91765 -5.29407
H: 6.06917 -0.02656 -6.48870
H: 4.02177 -1.16073 -7.20291
H: 2.74245 0.57311 -5.08483
H: 2.48769 -1.11188 -5.44066
H: 0.25574 1.43557 -5.55040
H: 0.31971 -0.27309 -5.18841
H: -0.44320 0.24981 -6.68525
H: 4.39473 0.35881 -8.65344
H: 3.07081 1.11461 -8.02586

Atomic partial charges in e from the Mulliken method, atoms 1 to 5: atom 1 (Hg): 2.39, atom 2 (C): 0.12, atom 3 (F): -0.23, atom 4 (F): -0.21, atom 5 (F): -0.05

- Look up the orbital gap of the second one.
  0.341 Ha